--- i ---
Molecular formula: C4H8ClN
Method: DFT, wB97M-V/def2-TZVPD

Computed properties:
Orbital gap in eV: 10.0
Structure (SMILES): C/C=C(/Cl)CN
Charge: 0

Geometry (Å):
C: 1.932 -0.415 -0.043
C: 0.664 -1.226 -0.155
C: -0.540 -0.633 0.150
C: -0.747 0.784 0.496
H: 2.055 -0.302 0.978
H: 2.887 -0.964 -0.363
H: 1.891 0.508 -0.608
H: 0.742 -2.225 -0.557
H: -1.256 0.744 1.381
H: 0.125 1.415 0.586
H: -1.546 1.326 -1.387
H: -2.561 1.076 -0.156
N: -1.646 1.450 -0.344
Cl: -1.999 -1.538 0.022


--- ii ---
Molecular formula: C4H8ClN
Method: DFT, wB97M-V/def2-TZVPD

Computed properties:
Orbital gap in eV: 10.0
Structure (SMILES): NCC/C=C/Cl
Charge: 0

Geometry (Å):
C: 1.389 0.141 -0.142
C: 0.333 -0.988 0.094
C: -1.002 -0.584 -0.419
C: -1.955 -0.299 0.426
H: 1.661 2.142 -0.233
H: -0.003 1.667 0.168
H: 2.265 -0.227 0.482
H: 1.658 0.034 -1.194
H: 0.153 -1.044 1.205
H: 0.689 -1.910 -0.410
H: -1.065 -0.346 -1.464
H: -1.868 -0.583 1.403
N: 1.056 1.496 0.175
Cl: -3.310 0.502 -0.093


--- iii ---
Molecular formula: C4H8ClN
Method: DFT, wB97M-V/def2-TZVPD

Computed properties:
Orbital gap in eV: 10.3
Structure (SMILES): C[C@H](Cl)[C@@H]1CN1
Charge: 0

Geometry (Å):
C: -1.615 1.075 0.257
C: -0.848 -0.039 -0.432
C: 0.659 0.010 -0.425
C: 1.825 -0.858 -0.230
H: -2.646 0.867 0.211
H: -1.292 2.062 -0.011
H: -1.315 0.989 1.332
H: -1.154 0.101 -1.478
H: 1.099 0.952 -1.001
H: 1.726 -1.947 -0.253
H: 2.818 -0.498 -0.416
H: 0.854 -0.920 1.424
N: 1.309 -0.179 0.913
Cl: -1.419 -1.614 0.108


Short version: i, ii, iii, most stable first.


--- i ---
Molecular formula: C4H8ClN
Method: DFT, wB97M-V/def2-TZVPD

Computed properties:
Orbital gap in eV: 9.3
Charge: 0

Geometry (Å):
C: 1.360 -1.975 -1.426
C: -0.297 -0.009 -0.914
C: -0.452 0.240 0.615
C: -0.938 -0.748 1.340
H: 1.973 -2.076 -2.875
H: 1.160 -3.327 -0.438
H: 2.505 -0.973 -0.638
H: -0.185 -1.448 -2.233
H: 0.544 0.820 -1.204
H: -1.104 0.365 -1.427
H: -1.336 -0.696 2.551
H: -0.716 -1.809 0.924
N: -0.134 -1.405 -1.277
Cl: 0.003 1.996 0.976


--- ii ---
Molecular formula: C4H8ClN
Method: DFT, wB97M-V/def2-TZVPD

Computed properties:
Orbital gap in eV: 9.6
Charge: 0

Geometry (Å):
C: 1.108 0.332 0.512
C: -0.093 -0.244 -0.085
C: 0.036 -0.460 -1.566
C: -1.266 -0.454 0.817
N: 0.640 1.552 0.067
Cl: 1.375 0.079 2.291
H: 2.167 0.049 0.022
H: 1.080 -0.432 -1.941
H: -0.253 0.399 -2.116
H: -0.506 -1.250 -2.095
H: -2.136 -0.586 0.153
H: -1.362 0.224 1.601
H: -0.992 -1.336 1.498
H: 0.203 2.127 0.841


Short version: ii, i, most stable first.


--- i ---
Molecular formula: C40H118N10O14
Method: DFT, wB97M-V/def2-TZVPD

Computed properties:
Orbital gap in eV: 9.2
Charge: 0

Geometry (Å):
O: 0.136 2.444 -0.464
H: 1.022 2.271 -0.785
H: -0.195 1.604 -0.188
O: 1.425 -5.517 -3.399
H: 1.810 -5.341 -2.523
H: 1.100 -4.691 -3.753
O: -0.247 0.192 2.954
H: -0.975 0.236 3.568
H: 0.238 1.037 3.027
O: -4.417 -2.297 -4.109
H: -5.051 -2.374 -4.810
H: -4.742 -3.001 -3.475
C: -6.553 -1.700 -0.980
C: -5.073 -1.837 -1.154
C: -4.276 -1.584 0.086
O: -4.491 -2.651 1.004
C: -3.917 -2.383 2.322
N: -4.786 -3.224 -1.612
H: -6.865 -0.671 -1.138
H: -6.854 -2.028 -0.008
H: -7.076 -2.427 -1.593
H: -4.718 -1.191 -1.982
H: -4.564 -0.637 0.534
H: -3.152 -1.496 -0.153
H: -2.831 -2.355 2.270
H: -4.250 -3.183 3.025
H: -4.198 -1.416 2.694
H: -3.741 -3.212 -1.700
H: -4.998 -3.782 -0.816
C: -3.538 1.711 -4.156
C: -5.005 1.716 -4.605
C: -5.964 1.019 -3.628
O: -7.267 1.196 -4.147
C: -8.358 1.000 -3.283
N: -5.483 3.109 -4.695
H: -2.958 2.220 -4.921
H: -3.184 0.702 -4.116
H: -3.435 2.171 -3.158
H: -5.043 1.168 -5.578
H: -5.795 1.440 -2.645
H: -5.676 -0.055 -3.550
H: -8.435 1.830 -2.611
H: -8.296 0.082 -2.690
H: -9.232 0.977 -3.948
H: -4.836 3.718 -5.104
H: -6.365 3.132 -5.180
C: -6.617 5.586 0.590
C: -6.695 4.081 0.982
C: -5.304 3.437 1.190
O: -4.592 3.323 -0.060
C: -3.222 2.899 0.145
N: -7.491 3.893 2.156
H: -6.241 6.219 1.368
H: -7.674 5.787 0.399
H: -6.087 5.696 -0.352
H: -7.061 3.574 0.054
H: -5.468 2.456 1.700
H: -4.717 4.019 1.928
H: -3.134 1.953 0.625
H: -2.694 3.656 0.774
H: -2.666 2.787 -0.802
H: -8.304 4.508 2.227
H: -7.824 2.953 2.270
C: 5.894 -6.720 2.248
C: 6.651 -5.439 2.491
C: 6.087 -4.393 1.524
O: 6.779 -3.235 1.452
C: 6.394 -2.331 0.432
N: 6.476 -4.787 3.796
H: 6.006 -7.527 2.997
H: 6.053 -7.147 1.271
H: 4.823 -6.540 2.247
H: 7.693 -5.586 2.217
H: 5.037 -4.198 1.776
H: 6.002 -4.900 0.550
H: 5.338 -2.221 0.303
H: 6.958 -2.529 -0.523
H: 6.742 -1.362 0.715
H: 6.704 -5.357 4.586
H: 5.542 -4.390 3.951
C: 3.560 6.252 0.143
C: 2.893 4.954 -0.228
C: 3.823 3.989 -1.005
O: 3.213 2.748 -1.204
C: 4.074 1.976 -1.867
N: 2.530 4.323 1.052
H: 4.011 6.795 -0.663
H: 4.319 5.865 0.836
H: 2.807 6.847 0.720
H: 2.034 5.196 -0.851
H: 4.715 3.789 -0.366
H: 4.048 4.488 -1.941
H: 4.389 2.500 -2.781
H: 3.580 1.097 -2.286
H: 4.981 1.825 -1.256
H: 2.253 5.031 1.742
H: 1.826 3.573 1.017
C: 2.205 -1.639 5.199
C: 3.159 -1.588 4.021
C: 3.432 -0.193 3.467
O: 4.189 -0.242 2.259
C: 4.505 1.078 1.956
N: 4.362 -2.331 4.306
H: 1.997 -2.649 5.514
H: 1.267 -1.233 4.842
H: 2.571 -1.139 6.170
H: 2.665 -2.041 3.170
H: 3.875 0.414 4.295
H: 2.437 0.242 3.233
H: 5.403 1.352 2.497
H: 3.666 1.787 2.058
H: 4.783 1.051 0.903
H: 4.935 -2.278 3.457
H: 4.898 -1.896 5.064
C: 2.091 -5.503 1.709
C: 1.965 -5.872 0.247
C: 0.506 -6.150 -0.142
O: 0.006 -7.167 0.681
C: -1.305 -7.643 0.417
N: 2.569 -4.824 -0.603
H: 2.976 -5.002 1.955
H: 1.965 -6.356 2.384
H: 1.238 -4.874 2.026
H: 2.553 -6.745 0.047
H: 0.478 -6.473 -1.230
H: -0.063 -5.188 -0.008
H: -1.371 -8.230 -0.471
H: -1.891 -6.753 0.435
H: -1.543 -8.310 1.233
H: 3.599 -4.829 -0.442
H: 2.310 -3.977 -0.146
C: 2.017 2.263 5.955
C: 2.213 3.514 5.089
C: 0.838 3.837 4.504
O: 0.425 2.886 3.463
C: -0.706 3.315 2.668
N: 2.527 4.717 5.899
H: 1.823 1.447 5.309
H: 1.145 2.509 6.624
H: 2.821 2.017 6.626
H: 2.921 3.346 4.261
H: 0.804 4.845 4.019
H: 0.093 3.889 5.277
H: -1.036 2.509 1.990
H: -0.425 4.200 2.076
H: -1.453 3.735 3.286
H: 2.892 5.391 5.234
H: 3.273 4.585 6.602
C: 0.045 3.685 -5.671
C: 0.950 3.561 -4.467
C: 1.271 2.170 -4.163
O: 2.071 1.728 -5.256
C: 1.962 0.361 -5.590
N: 2.102 4.445 -4.569
H: 0.507 3.440 -6.591
H: -0.290 4.654 -5.849
H: -0.794 2.974 -5.599
H: 0.347 3.859 -3.556
H: 0.313 1.729 -3.977
H: 1.891 2.131 -3.295
H: 2.594 0.219 -6.454
H: 0.880 0.108 -5.842
H: 2.276 -0.313 -4.766
H: 2.709 4.021 -5.235
H: 1.806 5.329 -4.977
C: 2.004 -1.059 -0.054
C: 0.682 -0.972 -0.745
C: 0.132 -2.330 -1.197
O: -1.102 -2.191 -1.900
C: -0.894 -1.690 -3.225
N: -0.247 -0.174 -0.001
H: 2.788 -1.371 -0.705
H: 2.011 -1.677 0.796
H: 2.294 -0.067 0.276
H: 0.921 -0.451 -1.652
H: -0.066 -2.972 -0.326
H: 0.819 -2.831 -1.917
H: -1.850 -1.810 -3.769
H: -0.210 -2.418 -3.755
H: -0.449 -0.648 -3.135
H: -0.229 -0.277 0.992
H: -1.178 -0.304 -0.331


--- ii ---
Molecular formula: C40H118N10O14
Method: DFT, wB97M-V/def2-TZVPD

Computed properties:
Orbital gap in eV: 9.0
Charge: 0

Geometry (Å):
O: 10.070 16.319 12.971
H: 10.876 16.070 12.518
H: 9.409 15.714 12.633
O: 4.873 13.204 14.003
H: 4.253 12.643 14.470
H: 4.751 14.071 14.389
O: 2.562 18.086 14.548
H: 1.794 18.642 14.681
H: 3.304 18.689 14.587
O: -0.411 14.519 6.691
H: 0.293 15.052 7.061
H: -0.588 13.858 7.361
C: 11.252 10.010 9.307
C: 11.240 11.140 8.162
C: 12.123 10.896 6.906
O: 13.321 10.087 7.255
C: 14.511 10.835 7.487
N: 9.831 11.353 7.740
H: 10.337 9.995 9.899
H: 11.987 10.256 10.074
H: 11.594 9.022 9.001
H: 11.665 11.997 8.684
H: 12.552 11.763 6.403
H: 11.517 10.426 6.132
H: 15.335 10.571 6.824
H: 14.800 10.615 8.515
H: 14.510 11.925 7.503
H: 9.732 11.805 6.843
H: 9.467 10.423 7.591
C: -4.770 21.810 16.537
C: -3.795 22.107 15.358
C: -2.910 20.877 14.985
O: -1.632 21.228 14.565
C: -1.763 21.640 13.231
N: -4.575 22.634 14.272
H: -5.298 22.731 16.784
H: -4.239 21.645 17.475
H: -5.514 21.086 16.206
H: -3.182 22.972 15.610
H: -3.455 20.155 14.376
H: -2.802 20.364 15.941
H: -2.423 21.044 12.601
H: -0.833 21.693 12.665
H: -2.137 22.661 13.162
H: -4.955 23.521 14.572
H: -3.930 22.891 13.539
C: 10.331 21.886 13.850
C: 8.850 22.314 13.706
C: 8.660 23.242 12.550
O: 9.439 24.453 12.677
C: 9.035 25.341 11.690
N: 8.057 21.127 13.865
H: 10.438 21.113 14.611
H: 10.876 22.785 14.137
H: 10.696 21.540 12.883
H: 8.684 22.971 14.559
H: 7.596 23.479 12.530
H: 8.965 22.705 11.652
H: 9.683 26.217 11.660
H: 8.004 25.675 11.802
H: 9.034 24.829 10.728
H: 8.262 20.536 13.072
H: 8.296 20.477 14.600
C: -4.242 10.460 8.546
C: -3.805 9.815 9.839
C: -3.095 10.725 10.908
O: -2.322 11.705 10.350
C: -1.818 12.546 11.337
N: -5.052 9.203 10.394
H: -4.819 9.802 7.896
H: -3.393 10.891 8.015
H: -4.873 11.313 8.793
H: -2.989 9.173 9.510
H: -2.516 10.131 11.616
H: -3.797 11.262 11.547
H: -2.580 13.188 11.779
H: -1.123 13.299 10.969
H: -1.435 11.981 12.187
H: -5.690 9.942 10.134
H: -5.243 8.479 9.717
C: 6.420 16.605 8.056
C: 5.613 16.050 9.259
C: 4.112 15.517 9.014
O: 3.288 16.492 8.403
C: 3.051 17.607 9.245
N: 6.363 15.103 10.034
H: 6.848 15.849 7.397
H: 7.207 17.331 8.259
H: 5.738 17.171 7.422
H: 5.623 16.856 9.994
H: 3.701 15.222 9.980
H: 4.098 14.653 8.351
H: 3.035 18.506 8.628
H: 3.804 17.771 10.015
H: 2.099 17.408 9.738
H: 6.567 14.342 9.402
H: 5.863 14.749 10.837
C: 13.603 16.670 4.835
C: 12.663 17.717 5.533
C: 13.344 18.813 6.363
O: 14.184 18.371 7.481
C: 13.399 17.855 8.556
N: 11.865 18.364 4.541
H: 14.383 17.059 4.180
H: 13.031 16.006 4.188
H: 14.081 16.055 5.598
H: 11.963 17.150 6.147
H: 12.661 19.621 6.628
H: 14.061 19.267 5.679
H: 12.714 18.648 8.858
H: 14.004 17.446 9.366
H: 12.723 17.052 8.264
H: 11.317 17.628 4.121
H: 12.463 18.704 3.801
C: 6.397 21.812 -0.296
C: 7.376 22.523 0.601
C: 6.648 23.386 1.707
O: 6.199 22.437 2.744
C: 5.300 22.958 3.734
N: 8.421 21.688 1.086
H: 6.862 20.963 -0.796
H: 5.925 22.375 -1.101
H: 5.596 21.456 0.353
H: 7.781 23.269 -0.084
H: 5.864 24.082 1.409
H: 7.307 24.127 2.158
H: 5.639 23.799 4.339
H: 4.948 22.111 4.322
H: 4.371 23.281 3.265
H: 7.944 21.061 1.718
H: 9.022 22.229 1.691
C: 2.148 9.156 4.776
C: 2.923 10.089 3.968
C: 3.443 9.590 2.577
O: 4.050 10.578 1.773
C: 4.491 9.918 0.569
N: 2.195 11.289 3.712
H: 2.672 8.210 4.918
H: 1.159 8.826 4.459
H: 1.974 9.485 5.801
H: 3.797 10.331 4.572
H: 2.686 9.079 1.983
H: 4.159 8.794 2.782
H: 3.695 9.700 -0.143
H: 5.001 8.974 0.763
H: 5.273 10.469 0.045
H: 2.087 11.860 4.538
H: 2.688 11.893 3.070
C: 10.020 14.199 -0.781
C: 9.133 15.307 -0.332
C: 7.806 15.575 -1.183
O: 7.986 15.425 -2.608
C: 6.733 15.047 -3.123
N: 8.911 15.051 1.024
H: 10.551 14.446 -1.701
H: 9.605 13.192 -0.752
H: 10.942 14.122 -0.205
H: 9.703 16.235 -0.375
H: 7.220 16.434 -0.857
H: 7.213 14.724 -0.845
H: 5.888 15.724 -3.000
H: 6.459 14.043 -2.799
H: 6.818 15.038 -4.210
H: 8.926 14.054 1.185
H: 8.021 15.450 1.287
C: 3.491 17.417 2.356
C: 2.377 18.035 1.626
C: 2.089 19.489 1.940
O: 1.083 19.954 0.960
C: 0.492 21.173 1.276
N: 2.524 17.817 0.180
H: 4.448 17.843 2.052
H: 3.675 16.353 2.209
H: 3.466 17.698 3.409
H: 1.460 17.529 1.926
H: 2.987 20.105 1.993
H: 1.647 19.393 2.932
H: -0.436 21.497 0.806
H: 1.244 21.959 1.211
H: 0.156 21.189 2.312
H: 1.759 18.331 -0.233
H: 3.367 18.267 -0.146


Short version: i, ii, most stable first.


--- i ---
Molecular formula: CH2NO2
Method: DFT, wB97M-V/def2-TZVPD

Computed properties:
Orbital gap in eV: 8.7
Structure (SMILES): NC(=O)[O-]
Charge: -1

Geometry (Å):
N: -0.250 -0.811 0.148
C: 0.208 0.666 0.145
O: 1.436 0.834 0.115
O: -0.713 1.463 0.342
H: -1.139 -0.869 -0.340
H: 0.457 -1.284 -0.410


--- ii ---
Molecular formula: CH2NO2
Method: DFT, wB97M-V/def2-TZVPD

Computed properties:
Orbital gap in eV: 8.6
Charge: -1

Geometry (Å):
N: 0.422 -0.102 -0.965
C: 1.501 0.147 -0.468
O: -1.972 -0.202 0.581
O: 2.680 0.463 -0.254
H: -1.314 -0.085 1.264
H: -1.318 -0.220 -0.158


Short version: i, ii, most stable first.


--- i ---
Molecular formula: C3H11NO2Si
Method: DFT, wB97M-V/def2-TZVPD

Computed properties:
Orbital gap in eV: 9.2
Structure (SMILES): C[Si](C)(C)O.N=O
Charge: 0

Geometry (Å):
C: 0.575 -1.385 -0.469
C: -0.453 0.496 1.831
C: -2.464 -0.034 -0.295
N: 3.492 0.399 -1.764
O: 3.035 0.975 -0.814
O: -0.254 1.475 -0.828
Si: -0.600 0.078 0.016
H: 0.682 -1.252 -1.506
H: 1.528 -1.353 0.117
H: 0.025 -2.278 -0.113
H: -0.273 1.463 2.199
H: -1.381 0.265 2.351
H: 0.374 -0.080 2.289
H: -2.634 0.848 -0.894
H: -2.639 -1.020 -0.682
H: -3.035 0.137 0.722
H: 3.536 -0.621 -1.663
H: 0.485 1.885 -0.497


--- ii ---
Molecular formula: C3H11NO2Si
Method: DFT, wB97M-V/def2-TZVPD

Computed properties:
Orbital gap (spin up / spin down) in eV: 7.7 / 7.7
Charge: 0

Geometry (Å):
C: -2.411 -0.018 0.511
C: 1.106 1.025 1.388
C: 1.222 0.355 -1.757
N: -2.051 -0.772 -0.728
O: 2.182 -1.494 0.475
O: -0.994 -1.741 -0.478
Si: 1.171 -0.313 -0.002
H: -2.752 -0.889 1.206
H: -1.528 0.381 0.926
H: -3.162 0.825 0.432
H: 2.033 1.066 2.021
H: 0.873 1.933 0.790
H: 0.225 0.857 2.079
H: 1.965 1.212 -1.923
H: 1.604 -0.380 -2.463
H: 0.232 0.379 -2.092
H: -1.558 -0.197 -1.397
H: 1.843 -2.227 1.011


Short version: i, ii, most stable first.


--- i ---
Molecular formula: CH6S2
Method: DFT, wB97M-V/def2-TZVPD

Computed properties:
Orbital gap in eV: 9.0
Structure (SMILES): SS.C
Charge: 0

Geometry (Å):
C: 1.486 0.971 0.831
H: 2.298 0.619 0.217
H: 1.734 0.606 1.810
H: 0.509 0.537 0.586
H: 1.689 2.116 0.855
S: -1.725 -0.207 -1.394
S: -2.465 -2.106 -0.889
H: -1.108 -0.738 -2.501
H: -2.418 -1.799 0.484


--- ii ---
Molecular formula: CH6S2
Method: DFT, wB97M-V/def2-TZVPD

Computed properties:
Orbital gap in eV: 9.6
Structure (SMILES): CS.S
Charge: 0

Geometry (Å):
S: 0.595 -0.714 1.950
H: 1.885 -0.783 1.412
H: 0.421 -2.100 1.790
C: -0.663 0.766 -0.350
S: -0.695 -0.552 -1.760
H: -1.562 0.792 0.225
H: 0.182 1.298 0.234
H: -0.716 1.547 -1.117
H: 0.555 -0.254 -2.382


Short version: i, ii, most stable first.